(1)
The following is a DFT calculation (wB97M-V/def2-TZVPD) of C4H5NO as an isolated structure.

For the orbital gap, the calculation gives 9.1 eV. The relative energy (zero: lowest compared OMol25 entry of this formula, charge and spin) is 4.6100 eV. The net charge is 0. As for the total energy: -7761.9164 eV. The calculation puts the highest occupied orbital energy at -0.338 hartree. Its largest force on an atom is 4.2 eV Å⁻¹.

Cartesian coordinates (Å):
O  -1.73  1.36  1.15
C  -0.99  0.73  0.47
C  -1.11  -0.56  -0.47
N  0.05  -1.09  0.17
C  1.47  0.17  -0.32
C  0.53  0.15  0.71
H  -1.97  -1.22  -0.42
H  -0.97  -0.21  -1.50
H  1.30  0.21  -1.37
H  2.52  0.25  -0.13
H  0.88  0.22  1.73

Here are the Mulliken charges for atoms 1 to 4, given in e: atom 1 (O): -0.488, atom 2 (C): 0.515, atom 3 (C): -0.387, atom 4 (N): -0.451

=====

(2)
The following is a DFT calculation (wB97M-V/def2-TZVPD) of one molecule with the formula C4H5NO.

For the orbital gap, the calculation gives 10.3 eV. The relative energy (zero: lowest compared OMol25 entry of this formula, charge and spin) is 0.4043 eV. The net charge is 0. As for the total energy: -7766.1221 eV. The calculation puts the highest occupied orbital energy at -0.339 hartree. Its largest force on an atom is 0.4 eV Å⁻¹. Its SMILES is Cc1cocn1.

Cartesian coordinates (Å):
C  -1.65  -0.20  -0.21
C  -0.17  -0.10  -0.10
C  0.46  0.69  0.79
O  1.81  0.56  0.61
C  1.91  -0.33  -0.41
N  0.78  -0.76  -0.87
H  -2.07  0.14  0.75
H  -2.00  -1.22  -0.42
H  -2.06  0.46  -0.99
H  0.07  1.33  1.57
H  2.91  -0.58  -0.72

Here are the Mulliken charges for atoms 1 to 4, given in e: atom 1 (C): -0.983, atom 2 (C): 0.641, atom 3 (C): -0.330, atom 4 (O): -0.336

=====

(3)
The following is a DFT calculation (wB97M-V/def2-TZVPD) of one molecule with the formula C4H5NO.

For the orbital gap, the calculation gives 8.3 eV. The relative energy (zero: lowest compared OMol25 entry of this formula, charge and spin) is 2.6257 eV. The net charge is 0. As for the total energy: -7763.9008 eV. The calculation puts the highest occupied orbital energy at -0.308 hartree. Its largest force on an atom is 0.7 eV Å⁻¹.

Cartesian coordinates (Å):
C  0.23  0.31  1.43
C  0.10  -0.07  -0.02
C  0.74  -1.24  -0.61
O  0.63  -1.58  -1.78
C  -1.12  1.32  -1.69
N  -0.62  0.64  -0.83
H  -0.68  0.10  2.00
H  0.47  1.37  1.54
H  1.05  -0.27  1.88
H  1.37  -1.82  0.10
H  -2.16  1.25  -2.01

Here are the Mulliken charges for atoms 1 to 4, given in e: atom 1 (C): -1.117, atom 2 (C): 0.397, atom 3 (C): -0.026, atom 4 (O): -0.517

=====

(4)
The following is a DFT calculation (wB97M-V/def2-TZVPD) of one molecule with the formula C4H5NO.

For the orbital gap, the calculation gives 10.9 eV. The relative energy (zero: lowest compared OMol25 entry of this formula, charge and spin) is 1.7703 eV. The net charge is 0. As for the total energy: -7764.7562 eV. The calculation puts the highest occupied orbital energy at -0.385 hartree. Its largest force on an atom is 5.2 eV Å⁻¹. Its SMILES is N#CCCC=O.

Cartesian coordinates (Å):
C  -1.58  -0.39  0.35
C  -0.53  0.26  -0.58
C  0.86  0.50  0.18
C  1.96  -0.46  -0.01
H  -1.38  -0.15  1.36
H  -1.03  1.17  -0.71
H  -0.44  -0.40  -1.57
H  0.60  0.34  1.19
H  1.14  1.43  0.00
N  2.90  -1.19  -0.09
O  -2.49  -1.10  -0.11

Here are the Mulliken charges for atoms 1 to 4, given in e: atom 1 (C): -0.047, atom 2 (C): -0.299, atom 3 (C): -0.551, atom 4 (C): 0.271

=====

(5)
The following is a DFT calculation (wB97M-V/def2-TZVPD) of one molecule with the formula C4H5NO.

For the orbital gap, the calculation gives 9.3 eV. The relative energy (zero: lowest compared OMol25 entry of this formula, charge and spin) is 6.0933 eV. The net charge is 0. As for the total energy: -7760.4331 eV. The calculation puts the highest occupied orbital energy at -0.309 hartree. Its largest force on an atom is 1.1 eV Å⁻¹.

Cartesian coordinates (Å):
N  0.94  0.44  0.95
C  0.64  1.69  1.25
C  0.47  -0.01  -0.35
C  -0.23  -1.30  -0.52
O  -1.13  -1.14  0.58
C  -1.01  -0.12  -0.42
H  0.91  -0.28  1.67
H  0.55  2.15  0.22
H  1.01  0.41  -1.19
H  -0.24  -2.08  -1.26
H  -1.85  0.26  -0.98

Here are the Mulliken charges for atoms 1 to 4, given in e: atom 1 (N): -0.091, atom 2 (C): -0.328, atom 3 (C): -0.488, atom 4 (C): -0.175

=====

(6)
The following is a DFT calculation (wB97M-V/def2-TZVPD) of a 2-piece molecular cluster, C4H5NO overall.

For the orbital gap, the calculation gives 7.7 eV. The relative energy (zero: lowest compared OMol25 entry of this formula, charge and spin) is 7.8719 eV. The net charge is 0. As for the total energy: -7758.6546 eV. The calculation puts the highest occupied orbital energy at -0.286 hartree. Its largest force on an atom is 4.2 eV Å⁻¹.

Cartesian coordinates (Å):
C  0.48  -0.02  1.92
C  -0.52  0.77  2.05
C  0.50  -0.09  -0.45
C  0.44  -1.39  -1.26
N  -1.55  1.23  2.52
O  0.60  1.05  -1.01
H  -0.20  -1.11  -2.10
H  1.48  -1.54  -1.59
H  -0.12  -2.16  -0.62
H  -1.72  2.32  2.54
H  0.62  0.92  -2.00

Here are the Mulliken charges for atoms 1 to 4, given in e: atom 1 (C): -0.657, atom 2 (C): 0.609, atom 3 (C): 0.292, atom 4 (C): -1.041

=====

(7)
The following is a DFT calculation (wB97M-V/def2-TZVPD) of a 2-piece molecular cluster, C4H5NO overall.

For the orbital gap, the calculation gives 11.4 eV. The relative energy (zero: lowest compared OMol25 entry of this formula, charge and spin) is 2.8959 eV. The net charge is 0. As for the total energy: -7763.6305 eV. The calculation puts the highest occupied orbital energy at -0.387 hartree. Its largest force on an atom is 1.2 eV Å⁻¹. Its SMILES is N#CC1C=C1.O.

Cartesian coordinates (Å):
O  -1.47  -1.54  0.21
C  0.79  -0.28  0.85
C  1.60  0.02  -0.10
C  0.52  1.03  0.16
C  -0.63  1.16  -0.74
N  -1.55  1.23  -1.43
H  -2.00  -0.78  -0.06
H  0.45  -0.89  1.67
H  2.52  -0.14  -0.65
H  -0.99  -1.77  -0.60
H  0.76  1.96  0.68

Here are the Mulliken charges for atoms 1 to 4, given in e: atom 1 (O): -0.685, atom 2 (C): -0.243, atom 3 (C): -0.362, atom 4 (C): -0.261

=====

(8)
The following is a DFT calculation (wB97M-V/def2-TZVPD) of a 2-piece molecular cluster, C4H5NO2 overall.

For the orbital gap, the calculation gives 10.1 eV. The relative energy (zero: lowest compared OMol25 entry of this formula, charge and spin) is 1.1705 eV. The net charge is 0. As for the total energy: -9813.1443 eV. The calculation puts the highest occupied orbital energy at -0.388 hartree. Its largest force on an atom is 0.8 eV Å⁻¹. Its SMILES is C=CC=O.N=C=O.

Cartesian coordinates (Å):
O  -1.04  -0.73  1.04
C  -1.65  -0.03  0.26
C  -1.09  1.17  -0.41
C  0.09  1.66  -0.05
N  1.77  -1.28  0.62
C  1.98  -2.04  -0.29
O  2.30  -2.76  -1.16
H  -2.70  -0.28  0.01
H  -1.69  1.63  -1.19
H  0.52  2.54  -0.53
H  0.67  1.19  0.74
H  0.83  -1.06  0.97

Here are the Mulliken charges for atoms 1 to 4, given in e: atom 1 (O): -0.570, atom 2 (C): 0.124, atom 3 (C): -0.085, atom 4 (C): -0.594

=====

Number 1 is which compound? C4H5NO

=====

Which value of relative energy (zero: lowest compared OMol25 entry of this formula, charge and spin) does entry 2 give? 0.4043 eV